Entry 1:
55
Properties=species:S:1:pos:R:3:forces:R:3 method="wB97M-V/def2-TZVPD" homo_ev="-10.490 / -10.222" e_tot_ev=-48542.756 fmax_ev_per_a=1.08 total_charge=+1
W 0.138163 -0.007523 -0.002509 0.7 -0.8 0.3
O -0.602238 0.006000 1.791620 0.0 0.1 -0.2
C -0.571346 -1.043497 2.640252 -0.1 0.2 -0.1
C -0.237809 -0.835510 3.974891 0.0 0.0 -0.1
C -0.225003 -1.906864 4.843956 0.0 0.0 0.1
C -0.573269 -3.193532 4.423255 0.0 0.0 0.0
C -0.936618 -3.396118 3.112904 0.0 0.0 0.1
C -0.911373 -2.332829 2.197250 0.0 -0.1 -0.1
C -1.397314 -2.535010 0.857249 -0.1 0.0 0.1
N -1.140523 -1.753574 -0.130842 0.1 0.3 -0.1
C -2.031747 -1.782693 -1.300475 0.1 -0.2 0.1
C -2.641211 -0.386162 -1.365835 0.0 0.2 0.0
N -1.497228 0.536779 -1.430833 0.0 -0.2 0.1
C -1.342530 1.227202 -2.501878 0.1 0.1 -0.1
C -0.090246 1.859491 -2.843759 -0.3 0.1 0.0
C -0.051902 3.017033 -3.634633 0.1 0.0 0.0
C 1.155829 3.590759 -3.958102 0.0 -0.1 0.0
C 2.339220 2.974985 -3.534044 0.1 0.1 0.0
C 2.324132 1.803960 -2.805181 -0.1 0.0 -0.1
C 1.099850 1.235311 -2.447783 0.1 -0.1 0.1
O 1.076345 0.095306 -1.736127 0.0 0.4 0.3
H 0.015776 0.164055 4.299297 0.0 0.0 0.0
H 0.051718 -1.742962 5.877532 0.0 0.0 0.0
H -0.568589 -4.014250 5.125923 0.0 0.0 0.0
H -1.232331 -4.380923 2.771992 0.0 0.0 0.0
H -2.100773 -3.353966 0.703090 0.0 0.0 0.0
H -2.798932 -2.549374 -1.184225 0.0 0.0 0.0
H -1.449139 -1.988026 -2.199565 0.0 0.0 0.0
H -3.215436 -0.189317 -0.459063 0.0 0.0 0.0
H -3.288718 -0.263912 -2.235469 0.0 -0.1 0.0
H -2.165473 1.290303 -3.216169 0.0 0.0 0.0
H -0.982137 3.463434 -3.966229 0.0 0.0 0.0
H 1.191993 4.497058 -4.545440 0.0 0.0 0.0
H 3.290578 3.420054 -3.797065 0.0 0.0 0.0
H 3.236579 1.311004 -2.497107 0.0 0.0 0.0
C -0.807507 3.207770 0.476400 0.0 -0.1 -0.1
C 0.676892 3.043514 0.599168 0.1 0.4 0.1
C 1.456485 4.216929 0.744004 -0.1 -0.2 0.0
C 2.804119 4.115198 0.881526 0.1 0.0 0.0
C 3.417469 2.842100 0.928028 0.1 0.2 0.0
C 4.810624 2.689261 1.115439 -0.1 -0.1 0.0
C 5.345240 1.434851 1.184634 0.0 0.0 0.0
C 4.514344 0.303242 1.080431 0.1 -0.1 0.0
C 3.158166 0.412719 0.892820 0.1 0.2 0.0
S 2.138300 -1.014249 0.791389 -0.4 0.1 -0.2
C 2.594943 1.711403 0.799355 -0.2 -0.1 -0.1
N 1.231002 1.843358 0.589954 -0.1 -0.3 -0.2
H -1.117252 4.105015 1.009847 0.0 0.0 0.0
H -1.357911 2.361613 0.881158 0.0 0.0 0.0
H -1.088366 3.335346 -0.570514 0.0 0.0 0.0
H 0.957515 5.175348 0.740132 0.0 0.0 0.0
H 3.420517 5.000588 0.981972 0.0 0.0 0.0
H 5.426796 3.574095 1.207149 0.0 0.0 0.0
H 6.408781 1.300382 1.327636 0.0 0.0 0.0
H 4.955069 -0.683361 1.151324 0.0 0.0 0.0


Entry 2:
55
Properties=species:S:1:pos:R:3:forces:R:3 method="wB97M-V/def2-TZVPD" homo_ev=-17.020 e_tot_ev=-46099.988 fmax_ev_per_a=1.00 total_charge=+3
Pd -0.040337 1.056342 -0.403244 0.3 0.9 0.2
N 2.310989 -2.548589 -0.843006 0.1 0.1 0.1
C 1.347666 -1.668191 -0.969428 0.1 0.0 0.0
N 1.315105 -0.509652 -0.326339 0.0 -0.2 0.4
C 2.417173 -0.162451 0.503100 -0.1 0.2 -0.2
N 2.521384 1.047978 0.974691 0.0 -0.4 -0.1
N 1.508808 1.841066 0.578539 0.1 0.0 -0.2
C 1.382447 3.069529 0.940597 0.1 -0.1 0.0
C 0.303765 3.804866 0.294199 0.0 -0.1 -0.1
C 0.129993 5.171020 0.368679 0.1 -0.1 0.0
C -0.792669 5.775395 -0.481971 0.0 0.1 0.0
C -1.482555 5.000122 -1.395223 0.0 0.0 0.0
C -1.295422 3.622820 -1.390786 0.1 0.1 0.1
N -0.449988 3.036691 -0.545346 -0.2 0.2 0.1
C 3.442595 -1.154344 0.740148 -0.1 0.3 0.0
C 4.511450 -0.919242 1.612407 0.1 -0.1 0.1
C 5.486945 -1.881658 1.765272 0.0 0.1 0.0
C 5.416681 -3.080717 1.049491 -0.1 0.0 0.0
C 4.370144 -3.327323 0.177902 0.1 0.0 0.1
C 3.390864 -2.358905 0.036067 -0.1 -0.1 -0.1
H 2.277214 -3.396179 -1.396092 0.0 0.0 0.0
H 0.543351 -1.909980 -1.646745 0.0 0.0 0.0
H 2.097267 3.513394 1.626871 0.0 0.0 0.0
H 0.738232 5.758706 1.043382 0.0 0.0 0.0
H -0.938926 6.847139 -0.449812 0.0 0.0 0.0
H -2.170995 5.440037 -2.103433 0.0 0.0 0.0
H -1.825720 2.982713 -2.081790 0.0 0.0 0.0
H 4.561238 0.014986 2.153679 0.0 0.0 0.0
H 6.315507 -1.705763 2.436931 0.0 0.0 0.0
H 6.191006 -3.825741 1.173003 0.0 0.0 0.0
H 4.319964 -4.252856 -0.381840 0.0 0.0 0.0
C -3.127101 1.987485 2.482877 0.0 0.0 0.0
C -3.642666 2.382158 1.242632 0.0 0.0 0.0
C -3.192128 1.786963 0.089499 0.0 -0.1 0.0
C -2.284929 0.692183 0.168783 0.6 -0.2 -0.1
C -1.806297 0.287859 1.450230 -0.2 -0.2 0.1
C -2.201096 0.949626 2.592590 -0.1 0.0 -0.1
Si -2.034218 -0.328123 -1.328874 -0.9 -0.5 -0.1
C -1.935980 -2.121998 -1.351825 0.1 0.0 -0.1
C -1.473691 -2.938579 -0.297950 -0.2 0.0 0.0
C -1.578115 -4.309064 -0.392295 0.0 0.0 0.0
C -2.149716 -4.888187 -1.529432 0.0 0.0 0.0
C -2.608482 -4.101986 -2.575534 0.0 0.0 0.0
C -2.491657 -2.723071 -2.499654 0.1 0.0 0.0
H -3.472325 2.489013 3.378946 0.0 0.0 0.0
H -4.396034 3.157249 1.196268 0.0 0.0 0.0
H -3.596377 2.095155 -0.866798 0.0 0.0 0.0
H -1.182121 -0.592201 1.530373 0.1 0.1 0.1
H -1.832773 0.644383 3.562277 0.0 0.0 0.0
H -2.460899 0.334799 -2.568157 0.0 0.0 0.0
H -1.058735 -2.503696 0.602749 0.0 0.0 0.0
H -1.239493 -4.939092 0.419458 0.0 0.0 0.0
H -2.240312 -5.965087 -1.590808 0.0 0.0 0.0
H -3.054711 -4.559659 -3.447767 0.0 0.0 0.0
H -2.843308 -2.117333 -3.327477 0.0 0.0 0.0


Entry 3:
59
Properties=species:S:1:pos:R:3:forces:R:3 method="wB97M-V/def2-TZVPD" homo_ev=-8.165 e_tot_ev=-48337.306 fmax_ev_per_a=4.53
Au -0.170432 -0.375083 -0.028362 0.2 -0.2 0.1
O -0.684263 -1.397855 2.379794 0.1 -0.3 0.0
C -1.840985 -1.719733 3.014409 -0.6 -0.4 0.5
C -1.820254 -2.284886 4.285405 0.3 0.1 -0.2
C -2.992958 -2.624906 4.929832 0.0 -0.1 0.0
C -4.208836 -2.409886 4.305369 -0.2 0.0 0.0
C -4.246139 -1.823957 3.050962 0.2 0.0 0.3
C -3.071980 -1.469596 2.409411 0.4 0.4 -1.0
C -3.121190 -0.784210 1.020781 -1.7 0.5 3.6
O -3.982441 0.066715 0.884810 0.1 0.2 -0.7
O -2.273878 -1.229209 0.213571 3.3 -0.5 -3.0
H 0.080848 -1.723275 2.873646 -0.1 0.1 0.1
H -0.860937 -2.462839 4.749216 0.2 0.0 0.2
H -2.949686 -3.068673 5.914275 0.0 0.0 0.0
H -5.127310 -2.695470 4.792006 -0.1 0.0 0.1
H -5.189586 -1.636724 2.560572 0.0 0.1 -0.1
C 1.502006 -4.836813 0.594966 0.1 -0.1 0.0
C 0.318129 -4.635997 -0.092996 0.2 0.1 -0.2
C -0.111414 -3.348400 -0.380400 -0.5 0.4 -0.2
C 0.650925 -2.271101 0.026278 -0.4 0.0 0.9
C 1.851368 -2.467558 0.680512 0.2 0.6 0.1
C 2.279108 -3.755920 0.971451 0.0 0.0 -0.2
H 1.828133 -5.838821 0.825424 0.0 -0.1 0.1
H -0.279694 -5.473206 -0.417177 -0.1 -0.1 0.0
H -1.045432 -3.198021 -0.899449 -0.2 0.0 0.1
H 2.475388 -1.631734 0.955199 0.0 0.1 0.1
H 3.218393 -3.901611 1.487288 0.0 0.0 0.0
O 3.502148 1.153825 1.927187 0.0 0.0 -0.7
C 2.327044 0.904075 1.726658 0.2 -0.3 3.2
O 1.754158 0.828452 0.599001 -1.4 -1.0 -3.0
C 1.440011 0.695519 2.951664 0.2 0.2 -0.7
C 0.151722 1.205561 2.994204 0.3 0.0 0.2
C -0.638828 1.072134 4.134706 0.0 0.0 0.3
C -0.083216 0.412331 5.204725 0.5 0.0 -0.1
O -0.619316 0.155795 6.437544 -0.3 0.1 -0.4
C 0.420037 -0.426452 7.194255 -0.1 -0.1 1.3
O 1.509240 -0.709666 6.346441 0.2 -0.2 -0.4
C 1.213292 -0.110461 5.151865 -0.5 0.3 -0.1
C 1.997659 0.014973 4.035046 -0.2 0.0 0.4
H -0.249748 1.720542 2.135760 -0.1 0.1 -0.1
H -1.639632 1.467250 4.174062 -0.2 0.0 0.0
H 0.065315 -1.351285 7.667909 0.0 0.1 -0.2
H 0.736971 0.275273 7.985089 0.0 -0.1 -0.3
H 3.004379 -0.361125 3.994538 0.2 0.0 0.0
C 0.959713 4.766632 -1.527723 0.1 0.0 0.0
C 0.026822 3.619929 -1.448760 -0.2 -0.2 0.1
C -1.253170 3.425209 -1.937561 0.2 -0.2 0.1
C -1.626738 2.131951 -1.547153 0.1 0.3 -0.1
N -0.627960 1.595394 -0.850282 -0.5 -0.6 0.4
N 0.356940 2.495742 -0.801093 0.3 0.6 -0.1
C -2.886019 1.405180 -1.819076 -0.2 -0.1 0.2
H 0.460593 5.629336 -1.956558 0.0 0.1 0.0
H 1.821408 4.513132 -2.143921 0.0 0.1 -0.1
H 1.325320 5.016777 -0.533538 0.0 0.1 0.0
H -1.840694 4.114208 -2.506386 -0.1 0.2 -0.1
H 1.215978 2.215285 -0.326734 0.0 0.1 0.0
H -3.434257 1.881132 -2.628774 0.0 0.0 -0.1
H -3.517567 1.378596 -0.926857 0.0 -0.1 -0.1
H -2.664178 0.370711 -2.076295 -0.1 0.0 0.0


Entry 4:
66
Properties=species:S:1:pos:R:3:forces:R:3 method="wB97M-V/def2-TZVPD" homo_ev="-13.990 / -13.935" e_tot_ev=-59068.167 spin_multiplicity=2 fmax_ev_per_a=0.72 total_charge=+2
Re 0.103192 -0.137102 -0.148311 0.1 0.1 0.7
C 1.463968 3.896921 -1.140975 0.0 0.0 0.0
C 2.769188 3.673928 -1.544887 0.0 0.0 0.0
C 3.304625 2.394714 -1.456943 0.0 0.0 0.0
C 2.512035 1.375693 -0.971799 0.1 0.0 0.0
N 1.232559 1.598490 -0.588791 0.0 0.1 0.1
C 0.720004 2.829827 -0.670240 0.0 0.0 0.0
C 2.987441 0.007611 -0.688435 0.0 0.0 0.0
C 4.243925 -0.511518 -0.940045 0.0 0.0 0.1
C 4.559428 -1.758721 -0.414501 0.0 0.0 0.0
C 3.663265 -2.428816 0.410495 0.0 0.0 0.0
C 2.421137 -1.864086 0.612338 -0.1 0.2 0.1
N 2.090799 -0.718296 -0.004135 -0.1 -0.3 0.0
C 1.391905 -2.232307 1.603893 0.2 0.2 -0.2
C 1.455378 -3.311933 2.456460 0.0 0.0 0.1
C 0.504960 -3.422742 3.463508 0.0 0.0 0.0
C -0.453950 -2.432101 3.594191 0.0 0.0 0.0
C -0.474579 -1.387331 2.687851 0.0 0.0 -0.1
N 0.415558 -1.296653 1.693751 0.0 -0.2 -0.2
H 1.018731 4.879930 -1.185588 0.0 0.0 0.0
H 3.374932 4.488990 -1.916889 0.0 0.0 0.0
H 4.328816 2.205371 -1.742883 0.0 0.0 0.0
H -0.307099 2.939230 -0.352822 0.0 0.0 0.0
H 4.972612 0.047393 -1.508093 0.0 0.0 0.0
H 5.534720 -2.186183 -0.603350 0.0 0.0 0.0
H 3.940217 -3.352133 0.897510 0.0 0.0 0.0
H 2.243949 -4.042729 2.348514 0.0 0.0 0.0
H 0.532564 -4.255701 4.152755 0.0 0.0 0.0
H -1.184579 -2.460252 4.389370 0.0 0.0 0.0
H -1.203739 -0.594252 2.752793 0.0 0.0 -0.1
O 0.520375 -0.572364 -2.063125 0.1 -0.2 -0.3
N -0.275663 -0.200026 -3.014386 -0.2 0.1 0.1
N -1.278671 0.427296 -2.574908 0.2 -0.3 0.0
O -1.387511 0.640071 -1.280007 0.1 0.3 -0.1
C -2.296574 0.960967 -3.446202 0.0 0.0 0.0
C -3.379338 1.597872 -2.863647 0.0 0.0 -0.1
C -4.363428 2.098034 -3.704179 0.0 0.0 0.0
C -4.251726 1.955114 -5.078775 0.0 0.0 0.0
C -3.150539 1.312570 -5.632110 0.0 0.0 0.0
C -2.152094 0.805935 -4.818402 -0.1 0.0 0.0
H -3.452321 1.707444 -1.792161 0.0 0.0 0.0
H -5.220181 2.600851 -3.277887 0.0 0.0 0.0
H -5.024827 2.347647 -5.724705 0.0 0.0 0.0
H -3.065128 1.203173 -6.704159 0.0 0.0 0.0
H -1.291155 0.306571 -5.236785 0.0 0.0 0.0
C -0.791071 -5.300276 -1.910018 0.0 0.0 0.0
N -1.391798 -4.119216 -1.272835 0.0 0.0 0.0
C -2.724853 -4.086040 -1.052492 0.0 0.0 0.0
C -3.320504 -3.033845 -0.456467 0.1 0.0 -0.1
C -2.500245 -1.925615 -0.107691 -0.1 0.0 0.1
N -1.174962 -1.927936 -0.358675 -0.2 0.1 0.0
C -0.568453 -3.072981 -0.875460 0.1 0.1 0.0
O 0.639139 -3.152109 -0.981690 -0.1 0.0 0.0
N -3.058231 -0.882139 0.500067 0.1 0.0 0.0
H -1.087807 -6.193858 -1.365247 0.0 0.0 0.0
H 0.286260 -5.193787 -1.879884 0.0 0.0 0.0
H -1.126780 -5.367017 -2.942968 0.0 0.0 0.0
H -3.276996 -4.960448 -1.370373 0.0 0.0 0.0
H -4.380685 -3.021202 -0.260807 0.0 0.0 0.0
H -4.054965 -0.857081 0.632339 0.0 0.0 0.0
H -2.532616 -0.050421 0.723405 0.0 0.0 0.0
F -3.332085 2.152479 0.739455 0.0 0.0 0.0
B -2.541467 2.632895 1.694562 0.1 0.0 0.1
F -2.641092 2.151138 2.912310 0.0 0.0 0.0
F -1.732873 3.633606 1.419241 0.0 0.0 0.0
F -0.833238 0.954836 1.231190 -0.1 -0.2 -0.2